C2H5I | ωB97M-V/def2-TZVPD

Values from the calculation:
Lowest unoccupied orbital energy, eV: -1.30
E, eV: -10251.639
Total charge: 0
Frontier orbital gap, Eh: 0.279
F_max, eV Å⁻¹: 0.5
Energy relative to the best compared isomer or geometry (same formula, charge and spin), kcal/mol: 83.0

Atoms and positions in Å:
C -0.03 1.12 1.25
C 0.43 -2.01 -1.56
I -1.09 -2.57 -2.78
H 0.91 1.56 0.94
H -0.84 1.57 0.69
H -0.18 1.31 2.31
H 0.80 -1.03 -1.93
H -0.01 0.06 1.07

---

C2H5IN | ωB97M-V/def2-TZVPD

Values from the calculation:
Lowest unoccupied orbital energy, eV: -4.11
E, eV: -11735.935
Total charge: +1
Frontier orbital gap, Eh: 0.379
F_max, eV Å⁻¹: 5.0
Energy relative to the best compared isomer or geometry (same formula, charge and spin), kcal/mol: 42.3

Atoms and positions in Å:
C -0.08 0.75 -0.25
C -1.08 0.15 0.60
N -0.07 -0.73 -0.34
I -3.04 0.00 0.01
H -0.48 1.26 -1.08
H 0.82 1.14 0.11
H -1.17 0.16 2.02
H -0.54 -1.31 -1.07
H 0.70 -1.17 0.10

---

Number 1: molecular weight 155.97 g/mol. Number 2: molecular weight 169.97 g/mol.